Entry 1:
96
Properties=species:S:1:pos:R:3 method="wB97M-V/def2-TZVPD" total_charge=-1
C -9.36 4.50 -4.99
C -8.01 3.96 -5.47
C -7.47 2.82 -4.60
C -6.76 1.71 -5.39
C -5.56 1.11 -4.66
C -4.75 0.15 -5.54
C -4.28 -1.10 -4.80
C -3.22 -0.78 -3.72
C -1.84 -1.31 -4.08
C -0.74 -0.83 -3.12
C -0.40 -1.85 -2.01
C 0.93 -2.61 -2.21
C 1.88 -2.41 -1.00
C 3.24 -1.79 -1.36
C 4.46 -2.72 -1.27
C 4.60 -3.36 0.14
C 4.18 -2.36 1.22
C 5.15 -1.20 1.45
C 6.18 -1.36 2.56
C 5.47 -1.46 3.94
N 4.04 -1.16 3.81
C 3.46 -0.02 4.34
N 3.53 0.41 5.68
N 3.27 -0.70 6.57
C 1.90 -0.65 7.11
C 1.15 -1.94 6.83
N 2.68 0.73 3.58
C 2.40 0.42 2.16
B 2.05 1.94 4.14
O 0.67 1.96 4.22
O 2.83 3.01 4.52
C 2.61 4.20 3.75
H -9.59 5.46 -5.43
H -9.37 4.60 -3.91
H -10.16 3.81 -5.25
H -7.30 4.79 -5.49
H -8.11 3.62 -6.50
H -6.78 3.24 -3.86
H -8.31 2.41 -4.05
H -6.42 2.11 -6.35
H -7.48 0.91 -5.58
H -4.93 1.93 -4.31
H -5.91 0.57 -3.78
H -3.87 0.68 -5.93
H -5.37 -0.14 -6.39
H -3.86 -1.79 -5.53
H -5.15 -1.57 -4.35
H -3.15 0.30 -3.61
H -3.54 -1.18 -2.76
H -1.61 -0.97 -5.10
H -1.87 -2.40 -4.10
H 0.15 -0.59 -3.70
H -1.10 0.08 -2.64
H -1.22 -2.56 -1.97
H -0.37 -1.31 -1.06
H 0.72 -3.67 -2.34
H 1.43 -2.27 -3.11
H 1.99 -3.34 -0.46
H 1.37 -1.71 -0.33
H 3.45 -0.98 -0.66
H 3.18 -1.32 -2.34
H 5.36 -2.14 -1.51
H 4.42 -3.50 -2.03
H 3.92 -4.21 0.21
H 5.60 -3.77 0.29
H 3.94 -2.87 2.15
H 3.25 -1.93 0.89
H 5.65 -0.99 0.50
H 4.59 -0.30 1.70
H 6.88 -2.18 2.39
H 6.79 -0.46 2.56
H 5.96 -0.78 4.64
H 5.58 -2.45 4.37
H 3.51 -1.98 4.05
H 4.41 0.85 5.93
H 3.94 -0.67 7.32
H 1.38 0.20 6.67
H 1.94 -0.48 8.19
H 1.06 -2.11 5.76
H 0.14 -1.89 7.26
H 1.66 -2.79 7.29
H 1.36 0.63 1.96
H 3.01 1.04 1.50
H 2.56 -0.62 1.95
H 0.21 2.45 3.53
H 3.45 4.87 3.93
H 1.69 4.70 4.06
H 2.57 3.99 2.69
O 0.75 0.46 0.83
C -0.42 0.65 1.45
C -1.07 2.21 1.25
O -2.20 2.39 1.89
H -0.41 0.59 2.57
H -1.26 0.01 1.11
H -1.11 2.27 0.13
H -0.19 2.83 1.59

---

Entry 2:
105
Properties=species:S:1:pos:R:3 method="wB97M-V/def2-TZVPD" total_charge=-1 e_above_lowest_kj_mol=0.0
N 0.02 -1.22 -0.23
H -0.10 -0.30 -0.67
H -0.56 -1.87 -0.81
H -0.45 -1.24 0.68
H 1.00 -1.55 -0.28
Cl 0.42 -2.68 3.45
O 0.45 -3.72 2.45
O -0.32 -3.12 4.60
O 1.77 -2.35 3.80
O -0.20 -1.50 2.89
Cl 3.66 -2.69 0.06
O 4.54 -3.06 -1.01
O 2.64 -3.70 0.20
O 4.42 -2.55 1.27
O 3.00 -1.40 -0.20
C -3.43 -4.93 -1.07
C -2.23 -4.13 -0.56
C -1.31 -5.10 0.18
C -0.45 -5.99 -0.71
C 0.31 -5.11 -1.68
C -0.50 -4.04 -2.46
N -1.46 -3.38 -1.56
O -2.25 -2.43 -2.26
C 0.58 -3.07 -2.99
C -1.21 -4.68 -3.66
C -2.72 -3.12 0.50
H -4.14 -4.45 -1.76
H -4.09 -5.30 -0.28
H -3.10 -5.81 -1.64
H -0.75 -4.61 0.98
H -1.96 -5.78 0.76
H -1.13 -6.68 -1.21
H 0.22 -6.65 -0.15
H 0.72 -5.74 -2.48
H 1.20 -4.69 -1.20
H 0.18 -2.55 -3.85
H 0.87 -2.38 -2.20
H 1.51 -3.61 -3.18
H -1.37 -3.94 -4.45
H -0.58 -5.43 -4.15
H -2.12 -5.23 -3.40
H -3.11 -2.17 0.13
H -1.85 -2.85 1.10
H -3.38 -3.69 1.15
H -2.79 -2.97 -2.85
C 3.09 2.69 1.35
C 2.57 2.35 2.74
C 3.08 3.47 3.66
C 2.31 3.64 4.99
C 0.82 3.73 4.70
C 0.30 2.55 3.88
N 1.11 2.37 2.67
O 0.62 1.33 1.83
C 0.16 1.30 4.75
C -1.10 2.96 3.42
C 3.19 1.01 3.22
H 2.56 3.53 0.89
H 4.17 2.87 1.29
H 2.87 1.85 0.69
H 4.14 3.26 3.84
H 3.09 4.46 3.18
H 2.62 2.82 5.64
H 2.71 4.57 5.41
H 0.64 4.69 4.21
H 0.33 3.70 5.67
H 1.09 0.83 5.07
H -0.50 0.62 4.22
H -0.38 1.49 5.69
H -1.65 2.14 2.94
H -0.99 3.78 2.70
H -1.76 3.44 4.15
H 4.26 0.98 3.02
H 2.97 0.88 4.27
H 2.72 0.20 2.67
H 0.98 0.54 2.28
C -2.66 3.53 -1.42
C -2.08 2.52 -2.41
C -2.20 3.00 -3.85
C -1.22 4.12 -4.20
C 0.23 3.75 -3.87
C 0.43 3.06 -2.50
N -0.69 2.19 -2.21
O -0.45 1.37 -1.09
C 1.67 2.19 -2.65
C 0.67 4.14 -1.43
C -2.96 1.26 -2.33
H -2.48 3.21 -0.39
H -3.69 3.80 -1.64
H -2.11 4.48 -1.40
H -2.05 2.21 -4.59
H -3.26 3.24 -4.04
H -1.55 5.00 -3.65
H -1.36 4.31 -5.27
H 0.69 4.74 -3.83
H 0.67 3.14 -4.66
H 2.17 1.97 -1.70
H 1.48 1.31 -3.26
H 2.48 2.77 -3.12
H 0.36 3.91 -0.40
H 1.75 4.28 -1.34
H 0.16 5.08 -1.62
H -4.01 1.53 -2.33
H -2.71 0.65 -1.46
H -2.82 0.64 -3.22
H -0.43 2.00 -0.35

---

Entry 3:
92
Properties=species:S:1:pos:R:3 method="wB97M-V/def2-TZVPD" total_charge=-1
C 1.17 0.94 -2.73
C 0.76 2.38 -2.87
I 2.34 3.82 -2.94
C -0.54 2.72 -2.98
I -1.14 4.91 -3.09
N -1.51 1.84 -3.06
N -2.46 1.96 -1.98
H 2.24 0.82 -2.91
H 0.99 0.59 -1.71
H 0.62 0.31 -3.43
H -1.98 1.77 -1.10
H -2.80 2.92 -1.93
C 5.79 2.24 -0.04
C 5.54 3.73 -0.22
C 6.64 4.44 -1.01
C 8.03 4.41 -0.37
C 8.10 4.99 1.04
C 7.73 6.47 1.10
H 6.70 2.04 0.53
H 4.96 1.77 0.49
H 5.88 1.74 -1.01
H 5.41 4.21 0.76
H 4.60 3.86 -0.75
H 6.34 5.48 -1.18
H 6.70 3.99 -2.01
H 8.72 4.95 -1.02
H 8.39 3.37 -0.35
H 9.12 4.87 1.41
H 7.46 4.42 1.71
H 8.38 7.06 0.46
H 7.83 6.85 2.12
H 6.70 6.64 0.78
C 6.19 -3.89 -3.85
C 6.51 -2.66 -4.68
C 7.20 -1.55 -3.89
C 6.37 -0.98 -2.74
C 5.01 -0.41 -3.14
C 5.10 0.76 -4.11
H 5.49 -3.66 -3.04
H 5.73 -4.67 -4.46
H 7.10 -4.31 -3.40
H 5.60 -2.28 -5.14
H 7.17 -2.95 -5.51
H 7.48 -0.74 -4.57
H 8.14 -1.93 -3.48
H 6.95 -0.18 -2.25
H 6.22 -1.75 -1.97
H 4.49 -0.08 -2.23
H 4.39 -1.20 -3.57
H 5.69 1.58 -3.67
H 4.11 1.15 -4.33
H 5.56 0.48 -5.05
C -2.45 -1.76 0.20
C -3.56 -1.54 -0.82
C -4.76 -0.78 -0.24
C -5.48 -1.49 0.90
C -6.00 -2.89 0.58
C -7.05 -2.89 -0.54
H -2.78 -2.38 1.04
H -1.60 -2.27 -0.26
H -2.09 -0.81 0.60
H -3.88 -2.50 -1.23
H -3.16 -0.96 -1.65
H -5.46 -0.58 -1.05
H -4.42 0.20 0.11
H -6.32 -0.86 1.22
H -4.81 -1.56 1.77
H -6.45 -3.31 1.48
H -5.18 -3.55 0.31
H -7.90 -2.27 -0.27
H -7.42 -3.91 -0.72
H -6.64 -2.52 -1.48
C -8.18 0.08 5.91
C -8.09 -1.33 6.48
C -7.00 -2.18 5.82
C -7.19 -2.42 4.32
C -8.52 -3.08 3.94
C -8.70 -4.48 4.53
H -8.44 0.07 4.85
H -8.94 0.66 6.43
H -7.23 0.61 6.02
H -9.06 -1.82 6.39
H -7.88 -1.27 7.55
H -6.94 -3.14 6.34
H -6.03 -1.70 5.97
H -6.37 -3.05 3.97
H -7.10 -1.48 3.79
H -8.56 -3.15 2.85
H -9.36 -2.45 4.24
H -7.88 -5.14 4.21
H -9.64 -4.92 4.20
H -8.71 -4.46 5.62

---

Results for M: 515.61 688.71 667.61 (in g/mol, following the order of the records).
Results for electronic energy: -43794.266 -82500.746 -48170.456 (in eV, following the order of the records).